(1)
{
  "formula": "C22H43Cl2N4O12",
  "method": "ωB97M-V/def2-TZVPD",
  "energy_ha": -2906.42548,
  "charge": -1,
  "homo_lumo_gap_ev": 6.56,
  "symbols": ["Cl", "Cl", "O", "O", "O", "O", "O", "O", "O", "O", "O", "O", "O", "O", "N", "N", "N", "N", "C", "C", "C", "C", "C", "C", "C", "C", "C", "C", "C", "C", "C", "C", "C", "C", "C", "C", "C", "C", "C", "C", "H", "H", "H", "H", "H", "H", "H", "H", "H", "H", "H", "H", "H", "H", "H", "H", "H", "H", "H", "H", "H", "H", "H", "H", "H", "H", "H", "H", "H", "H", "H", "H", "H", "H", "H", "H", "H", "H", "H", "H", "H", "H", "H"],
  "positions_angstrom": [[-0.733, -3.935, 1.337], [2.181, -5.323, 0.286], [-4.773, -1.357, -2.948], [3.700, 1.060, -0.028], [2.151, 4.197, 0.146], [0.426, 1.445, 2.709], [3.996, 5.333, -0.100], [-0.467, 1.046, -2.106], [5.135, 1.907, 1.301], [5.330, 2.074, -1.023], [-4.260, -0.648, 3.906], [3.149, 3.986, -1.834], [0.333, -0.265, -5.631], [-1.490, -0.934, -1.939], [-4.729, -2.250, -0.962], [-2.349, 0.475, 3.584], [1.582, 2.107, 4.451], [2.237, -1.131, -6.384], [1.307, 3.290, -0.533], [-6.827, -1.381, -1.847], [-0.034, -0.475, -0.297], [1.348, -0.925, -5.437], [2.054, 3.075, -1.901], [-0.743, -0.063, -1.508], [1.140, -4.166, -0.719], [-5.389, -1.754, -1.962], [-2.393, -1.911, 3.219], [-3.042, -0.640, 3.569], [-0.336, -4.414, -0.419], [-2.819, 1.799, 3.978], [1.576, -1.456, -4.066], [3.121, 4.611, -0.574], [0.599, 3.819, 3.098], [0.881, 2.359, 3.386], [-5.192, -2.773, 0.365], [2.096, -0.684, -7.719], [3.514, 0.392, 1.205], [4.104, 1.409, 2.112], [1.915, 0.768, 4.939], [4.773, 1.750, 0.020], [4.623, 0.892, 2.919], [-0.582, -1.185, 0.322], [1.394, 3.174, -2.763], [-1.425, -1.786, 2.735], [-6.826, -0.529, -1.167], [2.945, -1.843, -6.270], [-6.198, -2.509, 0.692], [4.017, -0.574, 1.247], [-7.563, -2.134, -1.565], [-2.338, -2.729, 3.938], [-2.143, 2.241, 4.710], [2.250, -2.307, -4.166], [1.187, 0.256, 5.570], [-2.809, 2.486, 3.132], [-4.688, -2.286, 1.199], [2.786, 1.020, 5.544], [0.329, 3.718, -0.755], [2.219, 0.106, 4.129], [2.323, 2.020, -1.943], [1.237, -1.077, -8.262], [-3.815, 1.795, 4.422], [0.913, -0.948, -0.558], [-5.053, -3.854, 0.388], [1.503, -4.304, -1.737], [1.504, 4.426, 3.110], [-3.055, -2.351, 2.474], [-1.001, -3.783, -1.008], [2.495, 0.244, 1.564], [0.208, 3.872, 2.081], [1.040, 2.317, -0.119], [0.290, 0.360, 0.324], [-0.100, 4.280, 3.795], [3.541, 2.333, 2.242], [1.471, -3.156, -0.479], [2.007, 0.403, -7.721], [-0.396, -5.482, -0.628], [-7.167, -0.948, -2.787], [-1.491, 0.442, 3.052], [0.578, -1.782, -3.774], [-3.751, -2.415, -1.149], [1.668, 2.804, 5.178], [1.818, -0.759, -3.264], [2.982, -0.861, -8.328]],
  "mulliken_charge": [-0.20, -0.23, -0.62, -0.24, -0.35, -0.64, -0.62, -0.75, -0.39, -0.62, -0.77, -0.39, -0.62, -0.65, -0.01, 0.11, -0.01, -0.18, 0.26, -1.19, 1.37, 0.42, -0.14, 0.18, -0.10, 0.79, -0.07, 0.84, -0.25, -1.00, -0.26, 0.60, -1.51, 0.66, -0.56, -0.86, 0.24, -0.12, -0.87, 0.64, 0.28, -0.04, 0.45, -0.18, 0.28, 0.26, 0.35, 0.27, 0.34, 0.37, 0.25, 0.35, 0.29, 0.32, -0.16, 0.38, 0.57, 0.21, 0.05, 0.27, 0.38, -0.45, 0.32, 0.35, 0.47, -0.12, 0.07, -0.23, 0.22, -0.38, -0.65, 0.45, 0.14, -0.09, 0.26, 0.44, 0.32, 0.03, 0.11, 0.07, 0.27, -0.09, 0.34]
}

***

(2)
{
  "formula": "C14H19Br3O",
  "method": "ωB97M-V/def2-TZVPD",
  "energy_ha": -8342.09224,
  "homo_lumo_gap_ev": 8.95,
  "symbols": ["Br", "Br", "Br", "O", "C", "C", "C", "C", "C", "C", "C", "C", "C", "C", "C", "C", "C", "C", "H", "H", "H", "H", "H", "H", "H", "H", "H", "H", "H", "H", "H", "H", "H", "H", "H", "H", "H"],
  "positions_angstrom": [[1.297, -3.713, -4.949], [1.982, -4.089, -1.868], [2.542, -6.461, -3.927], [-2.925, -0.927, 1.703], [1.580, 1.251, -0.016], [-2.790, 0.508, -0.102], [1.417, -4.962, -3.491], [-2.520, 0.378, 2.166], [3.334, 0.046, 1.107], [1.238, 0.088, -0.708], [-0.073, 2.884, 1.006], [2.960, -1.111, 0.433], [-1.757, 0.947, 0.977], [1.923, -1.103, -0.490], [0.805, 2.531, -0.222], [2.645, 1.231, 0.884], [-1.532, 2.463, 0.867], [-2.917, -0.958, 0.292], [-1.871, 2.780, -0.116], [4.141, 0.033, 1.824], [3.482, -2.041, 0.617], [-3.733, 0.908, 0.277], [-2.137, 2.958, 1.626], [-3.371, 0.964, 2.505], [0.370, 2.424, 1.888], [-3.816, -1.405, -0.138], [-0.006, 3.960, 1.167], [1.519, 3.344, -0.346], [-0.902, 0.294, 0.817], [-1.817, 0.173, 2.973], [2.920, 2.143, 1.395], [1.618, -1.998, -1.023], [0.415, 0.148, -1.409], [-2.563, 0.736, -1.135], [-2.105, -1.563, -0.128], [0.223, 2.485, -1.140], [0.424, -5.347, -3.316]],
  "mulliken_charge": [-0.01, 0.05, -0.03, -0.42, 0.60, -0.94, -0.36, -0.66, -0.60, -0.66, -0.82, -0.05, 0.63, 0.07, -1.20, -0.39, -1.12, -0.44, 0.34, 0.38, 0.33, 0.37, 0.41, 0.34, 0.47, 0.37, 0.40, 0.45, 0.15, 0.34, 0.40, -0.12, 0.32, 0.39, 0.23, 0.42, 0.37]
}

***

(3)
{
  "formula": "C5H4NO2S",
  "method": "ωB97M-V/def2-TZVPD",
  "energy_ha": -796.37874,
  "smiles": "C/C([O-])=C/C(=O)N=C=S",
  "charge": -1,
  "homo_lumo_gap_ev": 7.33,
  "symbols": ["S", "O", "O", "N", "C", "C", "C", "C", "C", "H", "H", "H", "H"],
  "positions_angstrom": [[-3.231, -1.743, 0.087], [-0.472, -1.270, -0.521], [-1.108, 2.810, -0.175], [-2.162, 0.745, -0.038], [0.167, 0.862, 0.045], [-2.397, -0.415, -0.017], [1.886, -0.888, 0.123], [0.429, -0.488, -0.098], [-1.037, 1.589, -0.120], [1.066, 1.583, 0.027], [2.067, -1.827, 0.597], [2.499, -0.875, -0.652], [2.294, -0.081, 0.743]],
  "mulliken_charge": [-0.43, -0.72, -0.67, -0.28, -0.30, 0.51, -1.37, 0.97, 0.09, 0.12, 0.37, 0.38, 0.33]
}

***

(4)
{
  "formula": "C4H4ClF3",
  "method": "ωB97M-V/def2-TZVPD",
  "energy_ha": -914.43410,
  "homo_lumo_gap_ev": 9.94,
  "symbols": ["Cl", "F", "F", "F", "C", "C", "C", "C", "H", "H", "H", "H"],
  "positions_angstrom": [[-0.019, 1.711, 0.035], [2.112, -0.092, -1.113], [1.965, -0.603, 1.169], [-1.580, -1.839, -0.207], [-2.564, 0.323, 0.122], [-1.336, -0.527, -0.056], [-0.032, -0.109, 0.130], [1.367, -0.726, -0.046], [-2.983, 0.680, 1.421], [-3.187, -0.348, -0.731], [1.489, -1.779, -0.119], [-2.081, 1.408, -0.710]],
  "mulliken_charge": [-0.24, -0.24, -0.24, -0.25, -0.82, 0.17, 0.44, 0.17, 0.29, 0.27, 0.21, 0.25]
}

***

(5)
{
  "formula": "C3H5ClFN3",
  "method": "ωB97M-V/def2-TZVPD",
  "energy_ha": -841.47776,
  "smiles": "CN1N=CN(F)[C@@H]1Cl",
  "homo_lumo_gap_ev": 9.64,
  "symbols": ["Cl", "F", "N", "N", "N", "C", "C", "C", "H", "H", "H", "H", "H"],
  "positions_angstrom": [[0.329, -1.751, -1.221], [-2.249, -1.536, -0.381], [0.377, 0.547, 0.165], [-1.705, -0.280, -0.217], [-0.248, 0.534, 1.420], [1.755, 0.505, -0.069], [-0.392, -0.082, -0.793], [-1.442, 0.106, 1.276], [-2.079, -0.251, 2.043], [-0.484, 0.542, -1.770], [2.245, 0.944, 0.857], [1.894, 1.114, -0.945], [1.998, -0.394, -0.365]],
  "mulliken_charge": [-0.25, -0.17, 0.42, -0.04, -0.58, -0.93, -0.11, -0.10, 0.40, 0.32, 0.27, 0.32, 0.46]
}

***

(6)
{
  "formula": "C4H9O2",
  "method": "ωB97M-V/def2-TZVPD",
  "energy_ha": -308.23911,
  "smiles": "[O-]CCCCO",
  "charge": -1,
  "homo_lumo_gap_ev": 7.41,
  "symbols": ["O", "O", "C", "C", "C", "C", "H", "H", "H", "H", "H", "H", "H", "H", "H"],
  "positions_angstrom": [[-1.355, 0.758, -1.651], [-1.511, 0.447, 0.959], [-0.158, 0.128, -1.571], [0.807, 0.677, -0.447], [-0.544, -0.477, 1.405], [0.830, -0.403, 0.637], [-0.555, -0.308, 2.485], [-0.308, -0.992, -1.448], [-1.588, 0.472, -0.174], [1.485, 0.025, 1.406], [1.730, 0.985, -0.943], [0.615, 1.585, 0.138], [1.148, -1.404, 0.382], [0.332, 0.042, -2.614], [-0.927, -1.536, 1.436]],
  "mulliken_charge": [-0.87, -0.66, -0.53, -0.56, -0.36, -0.71, 0.33, 0.17, 0.42, 0.27, 0.36, 0.26, 0.43, 0.30, 0.15]
}